The following is a quantum chemistry calculation of a 5-piece molecular cluster, C14H19F6N3O4 overall, from the Open Molecules 2025 dataset.

## Properties
HOMO-LUMO gap in hartree: 0.425
Highest occupied orbital energy in eV: -11.31
SMILES string: CCOC(=O)C(F)(F)F.CCOC(=O)C(F)(F)F.CC#N.CC#N.CC#N
LUMO energy in eV: 0.24
Electronic energy in a.u.: -1609.23504
Net charge: 0
Strongest force on any atom in eV/A: 4.916

Element x y z (Å)
C: -0.3051 6.8767 -0.8436
C: 1.2318 6.7194 -0.9345
O: 1.6860 6.7755 -2.2127
C: 1.5376 5.7587 -3.1188
O: 1.1235 4.6027 -2.9280
C: 1.9863 6.1854 -4.5680
F: 2.4167 7.4322 -4.7083
F: 2.9608 5.3503 -4.9696
F: 0.9123 5.9373 -5.3654
H: -0.6064 7.9165 -0.9706
H: -0.7336 6.5923 0.1174
H: -0.8296 6.3103 -1.6131
H: 1.2861 5.7629 -0.4145
H: 1.6795 7.4321 -0.2419
C: 1.8204 -8.6466 1.0039
C: 2.5726 -7.4711 1.5290
O: 1.8730 -6.2636 1.3275
C: 2.1613 -5.3707 0.3308
O: 2.8727 -5.5704 -0.6594
C: 1.4011 -4.0389 0.4059
F: 0.5840 -3.9638 1.4047
F: 2.3617 -3.0821 0.5238
F: 0.7736 -3.7410 -0.7116
H: 1.8138 -8.3885 -0.0551
H: 0.7811 -8.7289 1.3220
H: 2.3593 -9.5679 1.2250
H: 3.5191 -7.3782 0.9964
H: 2.6700 -7.6763 2.5950
C: -3.6112 -0.8566 -2.6727
C: -3.7595 -1.2765 -1.3007
N: -3.9175 -1.7016 -0.2500
H: -3.4305 0.2171 -2.7250
H: -4.5580 -1.0979 -3.1559
H: -2.8192 -1.4450 -3.1361
C: -0.8816 1.6980 0.3874
C: -2.2598 2.2390 0.5595
N: -3.3266 2.6685 0.6886
H: -0.5090 1.1830 1.2728
H: -0.2055 2.5342 0.2089
H: -0.8938 0.9989 -0.4488
C: -2.0541 -0.3559 5.1690
C: -1.7124 -1.6657 5.7059
N: -1.4604 -2.6950 6.1438
H: -3.0340 -0.4963 4.7128
H: -1.3499 -0.0727 4.3867
H: -2.1271 0.3602 5.9876

The following is a quantum chemistry calculation of C14H19FeN3S6 as an isolated structure, from the Open Molecules 2025 dataset.

## Properties
HOMO-LUMO gap (spin up / spin down) in hartree: 0.273 / 0.234
Highest occupied orbital energy (spin up / spin down) in eV: -10.05 / -11.02
Energy above the lowest of the compared OMol25 structures with the same formula, charge and spin in kJ/mol: 64.4
LUMO energy (spin up / spin down) in eV: -2.63 / -4.66
Electronic energy in a.u.: -4361.81204
Net charge: +1
Strongest force on any atom in eV/A: 1.384
Spin multiplicity: 2

Element x y z (Å)
Fe: -0.4602 -0.0272 0.3021
C: 1.3801 -2.4583 1.0903
C: 2.1880 -1.1782 1.2329
N: 1.7418 -0.1596 0.2696
C: 2.2862 -0.2555 -1.0917
C: 1.6162 -1.2942 -1.9858
S: -0.1998 -1.3457 -1.8524
C: -0.5173 -3.0269 -1.2247
C: -0.8655 -3.0638 0.2586
N: -0.0472 -2.1255 1.0323
H: 1.6110 -3.1302 1.9202
H: 1.6561 -2.9838 0.1777
H: 3.2564 -1.3901 1.1247
H: 2.0237 -0.7670 2.2302
H: 2.0197 0.7449 0.6347
H: 3.3602 -0.4735 -1.0699
H: 2.1639 0.7265 -1.5499
H: 1.9878 -2.3028 -1.8168
H: 1.8385 -1.0424 -3.0220
H: 0.3536 -3.6294 -1.4789
H: -1.3557 -3.4161 -1.8000
H: -0.7701 -4.0954 0.6161
H: -1.9021 -2.7639 0.3885
H: -0.4244 -2.0645 1.9737
S: -5.5258 2.3283 4.9154
C: -4.3973 1.7641 3.9033
S: -2.6900 2.0392 4.1230
C: -2.1345 1.1724 2.7315
C: -3.1326 0.5938 1.9337
S: -2.8301 -0.3063 0.5420
S: -4.7605 0.8315 2.4773
S: -0.4807 1.0436 2.4250
C: 0.7293 3.7193 -2.5040
C: -0.2124 2.8058 -2.9497
C: -0.6993 1.8639 -2.0608
N: -0.2892 1.7916 -0.7897
C: 0.5871 2.7051 -0.3532
C: 1.1243 3.6783 -1.1749
H: 1.1348 4.4654 -3.1742
H: -0.5732 2.8246 -3.9682
H: -1.4516 1.1474 -2.3616
H: 0.8335 2.6596 0.7007
H: 1.8273 4.3951 -0.7749

The following is a quantum chemistry calculation of C14H19N2O2 as an isolated structure, from the Open Molecules 2025 dataset.

## Properties
HOMO-LUMO gap in hartree: 0.316
Highest occupied orbital energy in eV: -11.48
Energy above the lowest of the compared OMol25 structures with the same formula, charge and spin in kJ/mol: 44.2
LUMO energy in eV: -2.88
Electronic energy in a.u.: -804.58299
Net charge: +1
Strongest force on any atom in eV/A: 3.220

Element x y z (Å)
C: -5.7084 1.5680 1.4671
O: -4.8985 1.5565 0.2759
C: -3.5551 1.4359 0.3680
C: -2.8425 1.3310 -0.8460
C: -1.4812 1.1432 -0.8109
C: -0.7847 1.0455 0.4152
C: 0.6690 0.8226 0.3725
O: 1.2828 0.8230 1.5333
C: 2.7045 1.2600 1.5040
C: -1.4884 1.2702 1.6266
C: -2.8572 1.4923 1.6151
H: -6.7179 1.5225 1.0751
H: -5.5002 0.7107 2.1076
H: -5.5500 2.4874 2.0300
H: -3.4004 1.4557 -1.7601
H: -0.9148 0.9926 -1.7132
H: 1.0905 1.2667 -0.5925
H: 3.0078 1.3606 2.5484
H: 3.3321 0.4929 1.0180
H: 2.7752 2.2273 0.9661
H: -0.9132 1.2283 2.5674
H: -3.3857 1.7539 2.5438
C: 2.9467 0.2140 -2.4693
C: 2.3663 -0.7617 -1.5228
N: 1.6349 -0.5926 -0.4362
C: 1.4374 -1.8396 0.1607
C: 2.0568 -2.7839 -0.6288
C: 2.1619 -4.2587 -0.5928
N: 2.6184 -2.0920 -1.6688
H: 2.6975 1.2387 -2.1260
H: 4.0535 0.0254 -2.4810
H: 2.5052 0.0065 -3.4775
H: 0.8777 -1.9822 1.0878
H: 1.6781 -4.6467 0.3140
H: 1.6798 -4.7181 -1.4797
H: 3.2245 -4.5680 -0.5881
H: 3.1976 -2.4881 -2.4031

The following is a quantum chemistry calculation of an isolated ion of composition C14H19N3 and charge +2, from the Open Molecules 2025 dataset.

## Properties
HOMO-LUMO gap in hartree: 0.282
Highest occupied orbital energy in eV: -16.03
Energy above the lowest of the compared OMol25 structures with the same formula, charge and spin in kJ/mol: 0.0
LUMO energy in eV: -8.36
Electronic energy in a.u.: -708.45823
Net charge: +2
Strongest force on any atom in eV/A: 3.392

Element x y z (Å)
C: -4.1393 1.5810 -2.8459
C: -3.4800 0.1624 -3.1342
C: -2.4073 -0.1107 -1.9746
C: -3.0013 -0.9569 -0.7767
N: -2.8098 -0.3629 0.5790
N: -1.4372 -0.2555 0.8441
C: -0.7793 -1.4312 1.1335
C: 0.6702 -1.4360 1.3870
C: 1.3640 -0.1451 1.3150
C: 2.8929 -0.1018 1.5286
C: 3.6575 -1.3074 1.0853
C: 5.1016 -1.2557 1.2480
N: 5.7014 -0.1372 1.7727
C: 5.0374 0.9870 2.2060
C: 3.5720 1.0684 2.0995
C: 0.6190 1.0994 1.0435
C: -0.8097 0.9817 0.8100
H: -4.5317 1.5941 -1.7884
H: -4.9680 1.7374 -3.5913
H: -3.3451 2.3752 -2.9557
H: -2.9498 0.2566 -4.1163
H: -4.2184 -0.6779 -3.1657
H: -1.5235 -0.6381 -2.4447
H: -2.0257 0.9101 -1.6785
H: -2.5767 -1.9989 -0.8712
H: -4.1048 -1.0820 -0.9822
H: -3.1424 0.6094 0.4983
H: -1.3030 -2.4134 1.1800
H: 1.1716 -2.3994 1.6203
H: 3.1143 -2.1804 0.6464
H: 5.6782 -2.1475 0.8890
H: 6.7234 -0.1352 1.8446
H: 5.5851 1.8628 2.6203
H: 3.0028 1.9763 2.4126
H: 1.1078 2.1013 0.9836
H: -1.4464 1.8700 0.5776

The following is a quantum chemistry calculation of a 2-piece molecular cluster, C14H19N3O4 overall, from the Open Molecules 2025 dataset.

## Properties
HOMO-LUMO gap in hartree: 0.307
Highest occupied orbital energy in eV: -8.00
Energy above the lowest of the compared OMol25 structures with the same formula, charge and spin in kJ/mol: 69.4
SMILES string: N[C@@H](Cc1c[nH]c2ccccc12)C(=O)O.C[C@H](N)C(=O)O
LUMO energy in eV: 0.35
Electronic energy in a.u.: -1010.16499
Net charge: 0
Strongest force on any atom in eV/A: 0.502

Element x y z (Å)
N: -3.9192 -0.3992 -0.6342
C: -3.0071 -1.5224 -0.5640
C: -1.8192 -1.1796 0.3584
C: -1.0064 -0.0176 -0.1349
C: 0.1786 -0.0984 -0.8087
N: 0.6446 1.1621 -1.1066
C: -0.2387 2.0949 -0.6129
C: -0.1915 3.4930 -0.6557
C: -1.2326 4.1812 -0.0616
C: -2.3002 3.5007 0.5576
C: -2.3440 2.1201 0.5932
C: -1.2969 1.3925 0.0010
C: -3.8093 -2.7410 -0.0959
O: -5.0105 -2.7887 -0.1243
O: -3.0997 -3.8151 0.3060
H: -3.5837 0.2969 -1.2916
H: -4.8351 -0.7266 -0.9276
H: -2.5866 -1.8129 -1.5470
H: -1.1382 -2.0385 0.4539
H: -2.2167 -0.9685 1.3577
H: 0.7482 -0.9741 -1.0978
H: 1.5117 1.3681 -1.5720
H: 0.6318 4.0163 -1.1347
H: -1.2294 5.2678 -0.0750
H: -3.1037 4.0758 1.0093
H: -3.1816 1.5958 1.0448
H: -2.1531 -3.6192 0.2822
C: 3.7397 -1.4502 1.7531
C: 4.1136 -0.4875 0.6138
N: 3.3061 0.7173 0.5329
C: 3.9666 -1.2333 -0.6970
O: 2.9982 -1.1794 -1.4172
O: 5.0193 -2.0312 -0.9509
H: 4.3915 -2.3299 1.7666
H: 3.8359 -0.9400 2.7176
H: 2.7019 -1.7834 1.6437
H: 5.1694 -0.2104 0.7201
H: 2.4117 0.4853 0.1090
H: 3.1261 1.0814 1.4633
H: 4.8083 -2.5022 -1.7745

The following is a quantum chemistry calculation of C14H19N3O8P2Se2V as an isolated structure, from the Open Molecules 2025 dataset.

## Properties
HOMO-LUMO gap (spin up / spin down) in hartree: 0.289 / 0.302
Highest occupied orbital energy (spin up / spin down) in eV: -11.52 / -11.52
Energy above the lowest of the compared OMol25 structures with the same formula, charge and spin in kJ/mol: 20.5
LUMO energy (spin up / spin down) in eV: -3.65 / -3.30
Electronic energy in a.u.: -7740.82854
Net charge: +1
Strongest force on any atom in eV/A: 0.592
Spin multiplicity: 3

Element x y z (Å)
V: -0.2146 -0.3197 0.2636
N: 0.6702 2.3384 -3.2410
C: 1.0152 0.8901 -2.8816
C: 1.6558 0.2191 -4.0858
P: 2.2089 0.9914 -1.4152
O: 2.1248 2.5316 -1.0441
O: 3.5006 0.4874 -1.8708
O: 1.4994 0.2882 -0.2464
P: -0.6104 0.2025 -2.3617
O: -1.3677 0.0156 -3.7355
O: -0.4965 -1.1192 -1.6033
O: -1.1376 1.2767 -1.4530
H: 1.4747 2.9502 -3.0793
H: -0.0762 2.6580 -2.6049
H: 0.3589 2.4121 -4.2099
H: 2.5998 0.6968 -4.3455
H: 0.9785 0.2166 -4.9415
H: 1.8957 -0.8120 -3.8300
H: 1.5327 2.6619 -0.2510
H: -1.9465 -0.7568 -3.8013
Se: -0.9791 -2.4529 3.1856
Se: -2.3457 -3.0179 1.3988
C: -3.1071 -1.2792 1.1237
C: -4.4770 -1.1339 1.2606
C: -5.0263 0.1357 1.1699
C: -4.1841 1.2189 0.9860
C: -2.8307 0.9864 0.8377
N: -2.2995 -0.2447 0.8697
C: 0.7096 -2.5033 2.2639
C: 1.7816 -3.0900 2.9142
C: 2.9606 -3.2749 2.2113
C: 2.9994 -2.9580 0.8606
C: 1.8812 -2.3861 0.2958
N: 0.7777 -2.0775 1.0017
H: -5.0907 -1.9973 1.4730
H: -6.0941 0.2741 1.2755
H: -4.5570 2.2318 0.9504
H: -2.1326 1.7958 0.6696
H: 1.6799 -3.4279 3.9358
H: 3.8219 -3.7087 2.7018
H: 3.8714 -3.1471 0.2531
H: 1.8543 -2.1324 -0.7537
C: 0.9094 2.2753 3.4268
C: 0.4734 1.8100 2.0674
O: 0.5458 2.5517 1.0811
O: 0.0683 0.5794 2.0051
H: 0.8519 3.3580 3.4919
H: 1.9510 1.9788 3.5688
H: 0.3208 1.8066 4.2122